1.
# C43H49ClI2N9O2PS

A molecular structure, C43H49ClI2N9O2PS at a distorted geometry (ωB97M-V/def2-TZVPD, the OMol25 dataset).

Values from the calculation:
frontier orbital gap: 7.21 eV
F_max: 4.7 eV/Å

Structure (XYZ):
```
108
C43H49ClI2N9O2PS ωB97M-V/def2-TZVPD
C -0.31677 -3.62016 0.02412
C -1.33439 -2.34591 -0.15440
I -2.78277 -2.97873 -1.67309
C -0.40910 -1.10307 -0.56998
I 0.49133 -1.62895 -2.53058
N -1.08472 0.22495 -0.69995
C -0.12102 1.22419 -0.06481
C 0.68957 2.14545 -1.05964
Cl 0.45358 2.05870 -2.88477
C 1.68844 3.18329 -0.42474
C 1.84891 3.26586 1.16023
C 1.04416 2.35164 2.15215
C 0.05957 1.33735 1.51040
S -1.03892 0.19150 2.50393
C -2.62613 0.26898 1.51703
C -4.01172 0.32307 2.20154
C -5.28930 0.42163 1.33168
C -5.10878 0.47102 -0.21043
C -3.70134 0.40876 -0.90451
P -3.71753 0.51816 -2.79527
N -3.70986 2.10261 -3.12873
O -5.19410 -0.06791 -3.47494
O -2.32867 -0.12549 -3.54512
C -2.40239 0.28258 -0.04381
H -0.48090 -4.08627 1.06579
H -0.50377 -4.44203 -0.74369
H 0.78591 -3.26902 0.00695
H -1.86538 -2.25186 0.84877
H 0.48412 -1.07613 0.15680
H 2.25983 3.85345 -1.14341
H 2.56028 4.06156 1.55827
H 1.13607 2.43687 3.28088
H -4.07149 0.31529 3.35295
H -6.31557 0.49432 1.84266
H -6.06646 0.58010 -0.83011
H -2.83618 2.26653 -3.67625
H -5.61937 0.70494 -3.93702
H -2.64010 -0.97759 -3.95698
N 4.71456 1.86010 -0.00407
C 4.39465 0.76665 -0.74754
C 5.53956 0.04381 -0.97310
C 6.59877 0.72888 -0.33546
C 6.06231 1.84502 0.25715
H 4.05693 2.55879 0.29460
H 3.37991 0.59873 -1.05255
H 5.60586 -0.87601 -1.53537
H 7.63905 0.43865 -0.31125
H 6.52060 2.62928 0.84024
N -7.54551 -1.60016 -2.91698
C -8.06316 -1.77059 -1.66103
C -9.07834 -2.69340 -1.74137
C -9.17278 -3.09894 -3.09489
C -8.21273 -2.40989 -3.79629
H -6.78738 -0.97419 -3.15788
H -7.66684 -1.22125 -0.82041
H -9.68441 -3.03880 -0.91669
H -9.86554 -3.81594 -3.51051
H -7.94864 -2.42540 -4.84309
N -5.74509 1.85870 6.01819
C -5.62105 2.77044 5.00326
C -6.88342 3.16052 4.62740
C -7.80284 2.46292 5.44961
C -7.07171 1.66938 6.29983
H -4.97867 1.39921 6.48568
H -4.64794 3.06091 4.63622
H -7.11884 3.87030 3.84801
H -8.88026 2.53395 5.42292
H -7.38014 0.98739 7.07779
N 9.24371 3.65196 1.12797
C 10.30697 2.91724 0.67443
C 10.64057 3.38048 -0.57448
C 9.74967 4.43787 -0.88435
C 8.90108 4.58485 0.18513
H 8.78600 3.52637 2.01617
H 10.73206 2.12935 1.27754
H 11.43869 3.00101 -1.19604
H 9.73154 5.02700 -1.78968
H 8.08432 5.26985 0.35611
N -2.42072 -0.34622 6.09209
C -1.35048 -0.41897 6.94318
C -1.71852 -1.18490 8.02261
C -3.05848 -1.59464 7.81261
C -3.46468 -1.06503 6.61237
H -2.43732 0.15645 5.21859
H -0.42258 0.08039 6.70869
H -1.09204 -1.42476 8.86897
H -3.65897 -2.20958 8.46668
H -4.40455 -1.13595 6.08474
N 12.05109 2.93612 -4.31655
C 11.72152 1.83605 -5.06246
C 12.86972 1.11651 -5.28678
C 13.93063 1.80462 -4.64771
C 13.39541 2.92189 -4.05490
H 11.40547 3.64473 -4.00756
H 10.70147 1.66161 -5.36959
H 12.93818 0.19606 -5.84765
H 14.97070 1.51428 -4.62346
H 13.85386 3.70659 -3.47212
N -4.20072 -5.77234 -3.51368
C -3.65542 -6.73723 -2.70983
C -4.09640 -7.95905 -3.15606
C -4.93433 -7.72280 -4.27418
C -4.97782 -6.36471 -4.47322
H -4.05253 -4.78079 -3.41497
H -3.00379 -6.47158 -1.89115
H -3.84297 -8.91689 -2.72613
H -5.44821 -8.46439 -4.86796
H -5.49408 -5.77021 -5.21177
```

2.
# C43H49ClN5O7P2S2V

A molecular structure, C43H49ClN5O7P2S2V at a distorted geometry (ωB97M-V/def2-TZVPD, the OMol25 dataset).

Values from the calculation:
relative energy (zero: lowest compared OMol25 entry of this formula, charge and spin): 1.437 eV
net charge: +1
<S²>: 0.7608
frontier orbital gap (spin up / spin down): 6.04 / 6.26 eV
F_max: 4.5 eV/Å
multiplicity: 2

Structure (XYZ):
```
110
C43H49ClN5O7P2S2V ωB97M-V/def2-TZVPD
V -0.25385 0.14723 -0.44477
C -1.96063 2.83372 1.40270
P -0.44249 1.80857 1.41471
C -0.79796 0.83702 2.94136
N -0.96736 1.47007 4.07281
C -1.25411 0.74495 5.17889
C -1.51846 1.39747 6.40208
C -1.80269 0.65667 7.51355
C -1.83587 -0.75451 7.45177
C -1.59597 -1.41347 6.27961
C -1.31293 -0.67288 5.11206
N -1.17990 -1.30339 3.92245
C -0.96487 -0.57519 2.86052
P -1.05255 -1.39980 1.22861
C -0.27585 -3.01985 1.50576
C -2.89145 -1.82186 1.07288
C -3.63812 -0.51745 0.78237
C -3.47399 -2.46817 2.32932
C -3.05219 -2.79473 -0.10025
C 0.90554 3.05493 1.83015
C 2.12730 2.28420 2.33121
C 0.46611 4.07819 2.87487
C 1.22680 3.73554 0.49191
H -2.18056 3.13906 2.42291
H -2.78495 2.24727 1.00238
H -1.81513 3.70665 0.76588
H -1.49630 2.47898 6.42235
H -2.01366 1.14970 8.45287
H -2.06467 -1.31231 8.34999
H -1.63849 -2.49230 6.21276
H -0.79071 -3.50803 2.33009
H 0.76679 -2.88277 1.77189
H -0.34727 -3.61752 0.59769
H -3.54623 0.17263 1.62690
H -4.69908 -0.72611 0.62968
H -3.26650 -0.04328 -0.12605
H -3.43308 -1.80886 3.19123
H -2.96817 -3.39860 2.58605
H -4.52309 -2.70098 2.13321
H -2.58040 -2.41500 -1.00135
H -4.11557 -2.92188 -0.31368
H -2.63765 -3.77624 0.13338
H 1.88308 1.69613 3.21732
H 2.92671 2.98030 2.59066
H 2.49469 1.60674 1.55848
H 0.17762 3.58903 3.80089
H -0.36219 4.69456 2.52750
H 1.30718 4.74207 3.08725
H 1.46428 2.99423 -0.27594
H 2.08965 4.39332 0.60805
H 0.38523 4.33691 0.14103
C 3.94046 0.42930 -4.38010
O 4.85437 0.12218 -3.33230
C 4.36915 -0.12190 -2.11555
C 5.30285 -0.40701 -1.11309
C 4.88574 -0.68674 0.16152
C 3.53192 -0.67718 0.52495
C 3.09459 -0.99924 1.89991
C 4.11349 -1.60328 2.82900
O 1.95231 -0.81745 2.28393
C 2.59659 -0.35512 -0.49300
O 1.27207 -0.28648 -0.26890
C 3.01926 -0.11204 -1.79850
H 4.55138 0.56647 -5.26635
H 3.39404 1.35070 -4.16733
H 3.23585 -0.38942 -4.54010
H 6.35387 -0.38812 -1.36646
H 5.63277 -0.91073 0.91027
H 4.49228 -2.53860 2.41319
H 3.64931 -1.80472 3.79107
H 4.95879 -0.92849 2.96927
H 2.25322 0.10894 -2.52908
Cl -3.48468 6.29951 -4.96411
C -2.75565 4.98365 -4.12834
C -1.57805 4.42964 -4.61340
C -0.97638 3.39761 -3.92104
C -1.55685 2.91066 -2.75541
C -2.75376 3.45490 -2.29662
C -3.35389 4.49515 -2.97439
C -0.90546 1.85479 -1.97611
O 0.28984 1.52776 -2.13498
O -1.54110 1.27598 -1.01106
H -1.14358 4.80817 -5.52769
H -0.05785 2.95852 -4.28669
H -3.20879 3.04909 -1.40261
H -4.28480 4.91867 -2.62432
N -8.34370 -1.77056 -0.16115
C -7.33544 -1.50028 -1.05669
C -6.88251 -0.18706 -1.24690
C -5.84116 0.07639 -2.11395
C -5.23647 -0.96914 -2.79490
C -5.65651 -2.27830 -2.60914
C -6.69867 -2.54351 -1.74366
S -3.85129 -0.66210 -3.83553
O -3.96111 0.65354 -4.39373
O -3.68201 -1.78189 -4.73049
N -2.66385 -0.64835 -2.69666
C -1.54558 -1.31308 -2.80052
S -1.19763 -2.53538 -4.05092
C 0.26588 -2.95847 -3.23371
C 0.44582 -2.21631 -2.13823
N -0.53248 -1.26527 -1.87055
H -8.94047 -1.01179 0.11750
H -8.79316 -2.66704 -0.22271
H -7.37141 0.62520 -0.72209
H -5.49274 1.08604 -2.29230
H -5.16589 -3.06707 -3.16496
H -7.04712 -3.55999 -1.60586
H 0.90325 -3.74027 -3.61166
H 1.27831 -2.30296 -1.45644
```